Computed, not measured: a molecular structure, C53H45BrN2O2P2SiZn in a non-equilibrium geometry, with ωB97M-V/def2-TZVPD.

Properties
Frontier orbital gap: 6.842 eV

Geometry as ORCA input:
```
! RIJCOSX wB97M-V def2-TZVPD def2/J DEFGRID3
* xyz 0 1
Zn 0.20 -0.59 -0.01
O 1.10 -2.63 -3.27
C 0.25 -2.31 -4.26
C 0.41 -2.88 -5.53
C -0.41 -2.48 -6.57
C -1.39 -1.52 -6.37
C -1.59 -1.00 -5.10
C -0.79 -1.40 -4.05
C -1.01 -0.85 -2.66
O 0.11 -0.53 -1.99
N -1.76 -1.89 -1.88
N -1.40 -2.13 -0.66
C -2.11 -2.81 0.17
C -1.64 -3.11 1.48
Br 0.27 -3.33 1.63
C -2.35 -3.30 2.61
C -3.78 -3.13 2.81
C -4.63 -2.44 1.94
C -5.99 -2.35 2.22
C -6.51 -2.94 3.35
C -5.68 -3.61 4.23
C -4.33 -3.69 3.97
H 0.95 -1.95 -2.57
H 1.19 -3.60 -5.67
H -0.27 -2.91 -7.55
H -1.99 -1.16 -7.19
H -2.37 -0.27 -4.92
H -1.70 0.01 -2.75
H -2.68 -2.15 -2.20
H -3.08 -3.21 -0.12
H -1.81 -3.61 3.49
H -4.24 -1.93 1.07
H -6.63 -1.79 1.55
H -7.57 -2.88 3.55
H -6.08 -4.07 5.12
H -3.67 -4.19 4.66
C 0.94 0.35 3.44
Si 1.11 0.82 1.59
C 0.05 2.42 1.50
C 0.61 3.62 1.91
C -0.13 4.78 2.02
C -1.49 4.75 1.75
C -2.07 3.58 1.32
C -1.31 2.42 1.17
P -2.14 0.97 0.41
C -2.61 1.72 -1.19
C -3.66 1.17 -1.92
C -3.96 1.63 -3.19
C -3.19 2.63 -3.76
C -2.12 3.16 -3.06
C -1.82 2.70 -1.78
C -3.71 1.03 1.37
C -4.92 1.55 0.92
C -6.03 1.54 1.75
C -5.95 1.00 3.02
C -4.75 0.48 3.48
C -3.64 0.49 2.65
C 2.92 1.33 1.25
C 3.75 1.74 2.29
C 5.09 2.00 2.09
C 5.65 1.83 0.83
C 4.84 1.44 -0.22
C 3.49 1.21 -0.02
P 2.38 0.69 -1.39
C 2.47 2.02 -2.61
C 2.94 3.30 -2.32
C 2.79 4.32 -3.24
C 2.16 4.07 -4.46
C 1.68 2.81 -4.74
C 1.82 1.79 -3.82
C 3.39 -0.66 -2.10
C 3.88 -0.71 -3.40
C 4.48 -1.86 -3.87
C 4.58 -2.98 -3.06
C 4.12 -2.93 -1.75
C 3.53 -1.78 -1.28
H 1.10 1.21 4.08
H 1.66 -0.42 3.73
H -0.05 -0.04 3.65
H 1.67 3.65 2.14
H 0.34 5.70 2.32
H -2.09 5.64 1.88
H -3.13 3.55 1.10
H -4.23 0.35 -1.50
H -4.79 1.20 -3.74
H -3.41 2.98 -4.76
H -1.49 3.91 -3.51
H -0.96 3.10 -1.27
H -4.99 1.98 -0.06
H -6.96 1.95 1.40
H -6.82 0.99 3.66
H -4.68 0.07 4.47
H -2.70 0.07 3.00
H 3.33 1.87 3.28
H 5.71 2.33 2.92
H 6.71 1.99 0.68
H 5.27 1.31 -1.21
H 3.41 3.50 -1.37
H 3.15 5.31 -3.01
H 2.04 4.87 -5.17
H 1.17 2.61 -5.68
H 1.40 0.81 -4.01
H 3.77 0.15 -4.05
H 4.86 -1.89 -4.88
H 5.00 -3.89 -3.45
H 4.21 -3.79 -1.11
H 3.14 -1.74 -0.26
*
```

Here are the Mulliken charges for atoms 1 to 4, given in e: number 1, Zn, carries 0.82; number 2, O, carries -0.71; number 3, C, carries 0.52; number 4, C, carries -0.86

Computed, not measured: a molecular structure, C53H45LuN13O2S, with ωB97M-V/def2-TZVPD.

Properties
Frontier orbital gap: 6.629 eV

Geometry as ORCA input:
```
! RIJCOSX wB97M-V def2-TZVPD def2/J DEFGRID3
* xyz 1 1
Lu 0.40 -0.08 -1.08
C -2.76 1.76 -3.94
C -1.68 1.56 -3.07
N -1.14 0.38 -2.87
C -1.59 -0.70 -3.57
C -2.68 -0.59 -4.46
C -3.27 0.69 -4.61
C -3.11 -1.72 -5.21
C -2.37 -2.86 -5.12
C -1.25 -2.97 -4.26
C -0.86 -1.93 -3.44
N 0.21 -1.88 -2.58
C 1.08 -2.93 -2.36
C 0.84 -4.29 -2.44
C 1.85 -5.25 -2.21
C 3.13 -4.88 -1.91
C 3.41 -3.50 -1.78
C 4.71 -3.01 -1.50
C 4.94 -1.67 -1.39
C 3.84 -0.80 -1.50
N 2.62 -1.20 -1.73
C 2.40 -2.54 -1.95
H -3.18 2.75 -4.06
H -1.25 2.38 -2.51
H -4.10 0.80 -5.29
H -3.95 -1.63 -5.88
H -2.64 -3.72 -5.73
H -0.68 -3.88 -4.30
H -0.15 -4.64 -2.69
H 1.60 -6.30 -2.29
H 3.92 -5.61 -1.77
H 5.52 -3.72 -1.39
H 5.92 -1.27 -1.21
H 3.98 0.27 -1.37
N 4.15 4.00 4.28
C 4.45 4.38 5.58
C 5.18 5.44 6.10
C 5.28 5.50 7.48
C 4.66 4.54 8.30
C 3.94 3.50 7.77
C 3.83 3.42 6.38
N 3.16 2.49 5.60
C 3.37 2.88 4.37
C 2.84 2.17 3.19
C 1.73 1.35 3.33
C 1.20 0.76 2.20
N 1.70 0.92 0.97
C 2.80 1.66 0.86
C 3.40 2.31 1.93
H 4.33 4.53 3.45
H 5.65 6.18 5.47
H 5.84 6.31 7.93
H 4.77 4.63 9.38
H 3.46 2.75 8.40
H 1.27 1.21 4.30
H 0.30 0.15 2.28
H 3.21 1.78 -0.13
H 4.27 2.93 1.75
N 3.39 -6.60 2.34
C 2.93 -5.59 2.06
C 2.33 -4.32 1.69
C 1.00 -4.24 1.33
C 0.50 -3.02 0.92
N 1.24 -1.91 0.84
C 2.51 -2.00 1.23
C 3.10 -3.16 1.67
H 0.37 -5.12 1.35
H -0.54 -2.92 0.63
H 3.09 -1.08 1.19
H 4.15 -3.18 1.96
N 2.70 5.02 0.67
C 2.42 4.54 -0.35
N 2.09 4.03 -1.52
C 1.68 2.84 -1.73
N 1.32 1.77 -2.02
O -0.87 1.60 -0.01
S -1.64 2.51 0.92
C -2.28 3.84 -0.11
C -1.18 4.89 -0.21
C -0.63 5.02 1.21
C -0.40 3.59 1.70
H -3.16 4.23 0.43
H -2.62 3.39 -1.04
H -1.58 5.83 -0.59
H -0.40 4.56 -0.90
H -1.36 5.53 1.84
H 0.30 5.58 1.24
H -0.47 3.46 2.78
H 0.56 3.19 1.35
C -5.85 -3.13 -1.41
N -4.40 -2.94 -1.47
N -3.78 -1.81 -0.95
C -2.45 -2.09 -0.75
O -1.61 -1.23 -0.41
C -2.28 -3.46 -1.08
C -3.49 -3.93 -1.51
C -3.88 -5.30 -1.95
C -4.43 -0.55 -0.94
C -5.15 -0.11 -2.05
C -5.84 1.09 -1.99
C -5.80 1.86 -0.83
C -5.06 1.42 0.26
C -4.36 0.22 0.21
H -6.30 -2.30 -0.88
H -6.08 -4.04 -0.87
H -6.28 -3.18 -2.41
H -1.35 -4.00 -1.08
H -2.98 -5.90 -2.11
H -4.44 -5.27 -2.88
H -4.49 -5.80 -1.20
H -5.16 -0.71 -2.96
H -6.40 1.43 -2.85
H -6.35 2.79 -0.78
H -5.04 2.00 1.18
H -3.80 -0.14 1.06
*
```

Here are the Mulliken charges for atoms 1 to 4, given in e: number 1, Lu, carries 2.82; number 2, C, carries -1.09; number 3, C, carries -0.19; number 4, N, carries -0.03